Record 1
Here is a cluster of 23 separate species, H46O23 in total at a distorted geometry from the OMol25 dataset. Energies are from wB97M-V/def2-TZVPD.

Geometry as XYZ:
```
69
Properties=species:S:1:pos:R:3:forces:R:3
O 2.204 1.779 -2.237 0.126 -1.248 -0.823
H 2.194 0.930 -2.750 0.231 0.893 0.521
H 1.265 1.868 -2.071 -0.376 0.327 0.249
O -4.232 2.303 1.902 -0.274 0.215 0.604
H -4.933 2.909 2.184 0.308 -0.281 -0.111
H -4.015 2.557 1.003 0.002 -0.015 -0.543
O 3.053 4.170 0.701 -0.392 0.055 0.065
H 3.475 4.774 1.317 0.082 0.142 -0.015
H 2.267 4.655 0.380 0.051 -0.291 0.066
O -4.074 2.105 -1.142 -0.377 -0.499 -0.048
H -3.920 1.140 -1.117 0.450 -0.165 0.149
H -4.983 2.075 -1.474 0.115 0.548 0.019
O -0.713 2.557 -3.839 0.128 -0.283 -0.256
H -0.950 2.820 -2.910 -0.200 -0.211 -0.464
H -1.493 2.278 -4.339 -0.036 0.422 0.585
O 0.230 5.310 0.034 1.823 1.297 1.387
H -0.428 4.886 -0.478 -1.467 -0.717 -0.924
H -0.046 6.195 0.328 -0.160 -0.724 -0.436
O 3.178 -5.137 -0.459 0.856 -0.098 0.278
H 2.997 -4.552 -1.198 -0.137 0.291 -0.433
H 2.334 -5.190 -0.026 -0.658 -0.234 0.300
O -1.275 -3.973 0.594 -0.043 -0.550 -0.048
H -0.935 -3.089 0.633 0.152 1.060 -0.068
H -0.781 -4.375 1.314 -0.018 -0.313 0.145
O -1.358 -0.593 4.931 -0.637 -0.454 0.390
H -0.576 -0.152 4.596 0.021 0.537 -0.228
H -1.924 0.056 5.368 0.402 -0.071 -0.220
O -4.833 -3.146 0.111 0.335 1.018 1.059
H -3.981 -3.118 0.598 -0.549 -0.275 -0.418
H -5.378 -2.524 0.647 0.439 -0.629 -0.621
O -0.342 -0.693 -1.658 -0.580 -1.342 -0.142
H -0.414 -0.403 -2.585 0.335 -0.103 0.154
H -0.361 -1.681 -1.747 0.311 1.212 0.172
O 0.282 -0.051 -4.213 0.026 0.114 -0.389
H 0.743 -0.319 -5.020 -0.217 0.198 0.293
H 0.007 0.885 -4.293 0.305 -0.007 -0.015
O 1.352 -3.062 2.136 0.186 0.528 -0.451
H 2.292 -2.863 1.948 0.050 -0.236 -0.508
H 1.458 -3.258 3.056 -0.405 -0.449 1.080
O 2.837 1.806 2.411 -0.617 0.578 -0.596
H 3.678 1.974 2.820 0.689 -0.118 0.428
H 2.726 2.616 1.851 -0.153 -0.467 0.150
O -3.277 -0.442 1.560 -0.076 0.481 0.449
H -3.365 0.432 1.993 -0.247 -0.212 -0.625
H -2.851 -0.935 2.261 0.265 -0.411 0.213
O 1.289 -3.257 -1.377 0.850 0.937 -0.296
H 1.778 -2.590 -0.841 -0.679 -0.645 -0.523
H 0.676 -3.727 -0.823 -0.499 -0.183 0.723
O 3.389 0.472 -0.093 0.510 -0.737 -0.103
H 3.098 0.742 0.777 -0.063 0.232 0.413
H 3.102 1.154 -0.711 -0.351 0.258 -0.322
O 0.402 0.079 2.831 1.787 1.759 0.612
H 0.409 -0.859 2.869 0.002 -1.599 -0.251
H 1.351 0.339 3.030 -1.465 -0.101 -0.553
O -4.021 -0.719 -1.612 0.053 -0.632 0.417
H -4.027 -1.504 -1.018 -0.297 0.635 -0.201
H -3.445 -1.004 -2.324 0.135 0.126 -0.220
O -1.249 3.172 -1.236 0.676 -1.098 0.980
H -0.793 2.500 -0.593 -0.772 1.053 -0.847
H -2.177 2.891 -1.169 -0.081 0.213 -0.067
O 3.893 -1.588 -1.981 0.228 -0.554 -0.454
H 4.789 -1.604 -2.350 -0.385 0.088 0.282
H 3.882 -0.930 -1.279 0.053 0.530 0.350
O -0.585 1.177 0.372 -0.480 0.892 -0.745
H -0.801 0.422 -0.190 0.272 -0.383 -0.013
H -0.139 0.885 1.160 0.292 -0.467 0.696
O 4.085 -3.259 1.534 -0.736 -0.237 -0.864
H 4.162 -2.403 1.083 0.236 -0.349 -0.068
H 3.797 -3.914 0.824 0.646 0.752 0.684
```
Forces are in eV/Å.

The frontier orbital gap is 0.4013 Ha. The net charge is 0.

Mulliken atomic charge list, values in e, 5 entries: -0.699 0.371 0.262 -0.659 0.272

---

Record 2
Here is the molecule H4INP2 at a distorted geometry from the OMol25 dataset. Energies are from wB97M-V/def2-TZVPD.

Geometry as XYZ:
```
8
Properties=species:S:1:pos:R:3:forces:R:3
N -0.283 -1.484 1.278 0.515 1.966 0.156
P 0.462 -0.499 0.270 0.088 -0.520 -0.238
P -0.879 0.398 -1.172 1.556 -1.207 -1.849
I 2.738 1.512 -0.007 -1.315 -0.924 0.417
H -1.008 -0.873 1.728 0.452 -0.938 -0.268
H 1.371 -1.156 -0.559 -0.106 -0.430 0.293
H -2.088 0.513 -0.607 -1.336 0.200 1.371
H -0.314 1.589 -0.929 0.145 1.853 0.119
```
Forces are in eV/Å.

The SMILES is N=[P@@H](P)I. The frontier orbital gap is 0.2540 Ha. The net charge is 0.

Mulliken atomic charge list, values in e, 5 entries: -0.537 0.180 0.033 -0.279 0.271

---

Record 3
Here is the molecule H4INP2 at a distorted geometry from the OMol25 dataset. Energies are from wB97M-V/def2-TZVPD.

Geometry as XYZ:
```
8
Properties=species:S:1:pos:R:3:forces:R:3
N 0.231 -1.486 1.494 -1.426 2.267 -0.302
P 0.663 -0.222 0.612 1.482 -0.360 -0.066
P -0.558 0.276 -1.162 -0.319 0.498 -0.437
I 1.609 2.298 0.959 -0.604 -0.928 0.229
H -0.805 -1.318 1.699 1.543 -0.605 -0.117
H 2.023 -0.459 0.134 -1.434 -0.119 0.233
H -1.786 -0.230 -0.755 -0.209 -1.317 0.241
H -1.273 1.452 -0.829 0.967 0.565 0.219
```
Forces are in eV/Å.

The SMILES is N=[P@@H](P)I. The frontier orbital gap is 0.2975 Ha. The net charge is 0.

Mulliken atomic charge list, values in e, 5 entries: -0.563 0.193 -0.048 -0.181 0.260

---

Record 4
Here is a cluster of 2 separate species, H4INSi in total at a distorted geometry from the OMol25 dataset. Energies are from wB97M-V/def2-TZVPD.

Geometry as XYZ:
```
7
Properties=species:S:1:pos:R:3:forces:R:3
N -0.876 -1.025 -0.186 -0.296 0.889 0.174
Si -1.086 0.549 0.082 0.554 -1.141 -0.399
H -1.331 -1.774 0.315 -0.005 0.005 0.168
H -0.344 1.367 -0.858 0.112 0.363 -0.170
H -1.760 1.363 1.097 -0.277 -0.083 0.221
I 3.334 0.098 0.100 0.415 0.247 0.219
H 2.062 -0.579 -0.551 -0.504 -0.278 -0.213
```
Forces are in eV/Å.

The SMILES is N=[SiH2].I. The frontier orbital gap is 0.3593 Ha. The net charge is 0.

Mulliken atomic charge list, values in e, 5 entries: -0.472 0.417 0.218 -0.075 -0.072

---

Record 5
Here is a structure of composition H4InO10P2 at a distorted geometry from the OMol25 dataset. Energies are from wB97M-V/def2-TZVPD.

Geometry as XYZ:
```
17
Properties=species:S:1:pos:R:3:forces:R:3
In 0.571 -1.293 -0.227 0.839 2.255 0.169
P 0.856 1.007 2.450 -0.813 0.112 -0.566
O 0.476 0.616 3.887 0.320 0.174 -0.033
O 1.845 -0.074 1.895 -0.335 -0.570 -0.504
O 1.479 2.402 2.326 0.041 0.014 0.568
O -0.402 0.991 1.518 0.414 -0.146 0.177
P 1.656 1.359 -2.041 -0.543 -0.871 0.153
O 2.513 0.302 -1.238 -0.290 -0.393 0.244
O 0.178 0.983 -1.743 0.003 -0.648 0.390
O 1.976 1.036 -3.515 0.334 0.414 0.004
O 1.977 2.768 -1.589 0.215 0.319 -0.525
O -1.744 -3.210 -0.869 -0.427 -0.716 -0.210
H -1.982 -3.109 -1.800 0.103 0.208 0.177
H -2.565 -3.448 -0.417 0.143 0.259 -0.047
O -2.066 -0.405 0.313 -0.890 0.424 0.118
H -1.736 0.446 0.762 0.608 -0.910 -0.069
H -3.032 -0.372 0.289 0.278 0.075 -0.046
```
Forces are in eV/Å.

The frontier orbital gap is 0.1232 Ha. The net charge is -3.

Mulliken atomic charge list, values in e, 5 entries: 0.465 0.789 -0.795 -0.613 -0.654

---

Record 6
Here is the molecule H4N2 at a distorted geometry from the OMol25 dataset. Energies are from wB97M-V/def2-TZVPD.

Geometry as XYZ:
```
6
Properties=species:S:1:pos:R:3:forces:R:3
N 0.567 -0.163 -0.125 9.267 3.222 1.968
N -0.726 -0.124 0.188 -4.376 -3.347 -1.445
H 0.810 0.899 -0.113 0.737 -2.502 -0.360
H 1.253 -0.511 0.723 -2.349 0.882 -2.077
H -0.909 -0.920 -0.579 -2.085 2.720 2.164
H -0.995 0.820 -0.094 -1.194 -0.975 -0.249
```
Forces are in eV/Å.

The SMILES is NN. The frontier orbital gap is 0.3485 Ha. The net charge is 0.

Mulliken atomic charge list, values in e, 5 entries: -0.473 -0.471 0.209 0.221 0.289

---

Record 7
Here is the molecule H4N2O2 at a distorted geometry from the OMol25 dataset. Energies are from wB97M-V/def2-TZVPD.

Geometry as XYZ:
```
8
Properties=species:S:1:pos:R:3:forces:R:3
O 0.133 1.477 0.438 -0.340 0.111 -0.375
N 0.542 0.120 0.629 -1.844 -0.773 4.485
N 0.236 -0.724 -0.352 2.258 0.452 -4.338
O -1.123 -0.708 -0.793 -0.308 0.391 0.144
H 0.957 1.976 0.363 -0.017 -0.279 0.115
H -0.097 -0.261 1.473 1.938 1.593 -2.073
H 0.827 -0.306 -1.213 -1.983 -1.557 2.057
H -1.475 -1.574 -0.547 0.296 0.063 -0.016
```
Forces are in eV/Å.

The SMILES is ONNO. The frontier orbital gap is 0.3981 Ha. The net charge is 0.

Mulliken atomic charge list, values in e, 5 entries: -0.421 -0.205 -0.205 -0.421 0.352

---

Record 8
Here is a cluster of 2 separate species, H4N2O2P in total at a distorted geometry from the OMol25 dataset. Energies are from wB97M-V/def2-TZVPD.

Geometry as XYZ:
```
9
Properties=species:S:1:pos:R:3:forces:R:3
N -0.550 -0.846 1.014 0.850 -0.719 -2.140
N 0.757 -0.108 -1.372 0.034 1.070 2.055
O 1.052 1.060 1.724 0.317 -0.141 -0.790
O -1.153 1.642 0.539 -1.914 1.816 -1.033
P -0.037 0.764 0.763 1.437 -2.204 -0.439
H 0.433 -1.184 0.853 -1.059 -0.701 0.480
H -1.012 -1.134 0.081 0.685 0.650 2.075
H 0.490 0.575 -2.058 0.158 0.945 -0.362
H 0.021 -0.769 -1.545 -0.508 -0.714 0.155
```
Forces are in eV/Å.

The frontier orbital gap is 0.3153 Ha. The net charge is -1.

Mulliken atomic charge list, values in e, 5 entries: -0.719 -0.802 -0.658 -0.609 0.942

---

Record 9
Here is a structure of composition H4N2OS at a distorted geometry from the OMol25 dataset. Energies are from wB97M-V/def2-TZVPD.

Geometry as XYZ:
```
8
Properties=species:S:1:pos:R:3:forces:R:3
N 0.664 -1.416 -0.490 0.257 1.316 0.839
N 0.972 0.932 0.088 -1.456 0.138 -1.591
O -1.787 -0.004 0.102 2.497 -3.290 -0.997
S 0.314 -0.478 0.691 -2.347 1.124 -2.454
H 0.405 -2.309 -0.156 -0.079 -1.744 0.199
H 0.366 1.761 0.377 1.015 -1.449 -0.680
H 0.922 0.737 -1.002 0.127 0.932 2.667
H -1.814 -0.869 -0.517 -0.015 2.974 2.016
```
Forces are in eV/Å.

The frontier orbital gap (alpha / beta) is 0.3298 / 0.3296 Ha. The net charge is 0.

Mulliken atomic charge list, values in e, 5 entries: -0.552 -0.489 -0.725 0.523 0.260

---

Record 10
Here is a structure of composition H4N4O2 at a distorted geometry from the OMol25 dataset. Energies are from wB97M-V/def2-TZVPD.

Geometry as XYZ:
```
10
Properties=species:S:1:pos:R:3:forces:R:3
N -0.394 1.396 0.445 -1.391 -0.931 2.751
N -0.873 0.420 -0.423 -1.996 2.178 -3.178
N -0.342 -0.805 -0.508 -3.314 -4.681 1.755
N 0.966 -0.859 -0.171 -1.700 -1.083 1.365
O 1.552 0.140 -0.444 3.056 0.520 -0.745
O 1.262 -1.821 0.502 1.642 -0.386 -0.122
H -0.851 1.156 1.405 1.530 0.862 -2.027
H 0.633 1.359 0.457 -0.594 0.329 0.471
H -1.035 0.852 -1.391 0.503 -1.054 1.986
H -0.918 -1.839 0.129 2.265 4.247 -2.256
```
Forces are in eV/Å.

The frontier orbital gap is 0.3726 Ha. The net charge is 0.

Mulliken atomic charge list, values in e, 5 entries: -0.498 -0.132 -0.403 1.146 -0.666

---

Number 1: total energy -47842.55290 eV. Number 2: total energy -28231.08298 eV. Number 3: total energy -28231.69448 eV. Number 4: total energy -17531.61610 eV. Number 5: total energy -44287.59006 eV. Number 6: total energy -3042.34016 eV. Number 7: total energy -7135.80709 eV. Number 8: total energy -16431.17176 eV. Number 9: total energy -15924.59826 eV. Number 10: total energy -10113.46668 eV.